Computed, not measured: a cluster of 2 separate species, CH4NO in total at a distorted geometry, with ωB97M-V/def2-TZVPD.

Structure (XYZ):
```
7
CH4NO | OMol25 | ωB97M-V/def2-TZVPD
C -0.04 -1.01 -0.42
N -0.20 0.89 0.66
O -0.72 -0.14 0.09
H -0.59 -1.86 -0.69
H 1.10 -0.66 -0.33
H 1.32 1.15 -0.13
H -0.86 1.64 0.81
```

The value obtained for the HOMO energy is -16.34 eV. The calculation puts the LUMO energy at -0.26891 hartree. For the energy, the calculation gives -169.9536 Eh. As for the net charge: +1. The calculation puts the maximum force at 0.11514 Eh/bohr. The HOMO-LUMO gap is 9.0259 eV.

These are the Mulliken partial charges, in e, on atoms 1 to 6: 0.17 -0.50 0.20 0.32 0.10 0.42